<P>
This record from the Open Molecules 2025 dataset describes a structure of composition C6H9NO. The level of theory is wB97M-V/def2-TZVPD.

* E_LUMO: 1.0 eV
* frontier orbital gap: 9.74 eV
* E_HOMO: -0.320 Eh

Geometry as ORCA input:
```
! RIJCOSX wB97M-V def2-TZVPD def2/J DEFGRID3
* xyz 0 1
C 0.121 -0.377 -0.559
C 0.490 0.442 -1.813
C -0.156 1.000 0.029
C -0.293 0.886 1.556
C -0.972 -0.523 1.502
C -0.943 -1.028 0.225
H 1.413 -2.032 -0.258
H 2.046 -0.453 -0.400
H -0.318 0.677 -2.514
H 1.114 -0.169 -2.501
H -1.075 1.233 -0.431
H -0.995 1.705 1.897
H 0.605 0.882 2.219
H -1.697 -0.868 2.239
H -1.482 -1.978 -0.090
N 1.327 -0.998 -0.070
O 0.814 1.599 -1.031
*
```

<Q>
This record from the Open Molecules 2025 dataset describes an isolated molecule of C6H9NO. The level of theory is wB97M-V/def2-TZVPD.

* E_LUMO: 0.9 eV
* frontier orbital gap: 9.83 eV
* E_HOMO: -0.327 Eh
* structure (SMILES): C1[C@H]2C[C@H](O2)[C@@H]2N[C@@H]12

Geometry as ORCA input:
```
! RIJCOSX wB97M-V def2-TZVPD def2/J DEFGRID3
* xyz 0 1
C 0.150 1.513 -0.316
C -1.073 0.777 -0.212
C -1.384 -0.594 -0.830
C -0.678 -1.155 0.470
C 0.858 -0.820 -0.249
C 1.133 0.473 0.238
H -0.085 2.469 0.055
H 0.462 1.422 -1.393
H -1.956 1.346 -0.533
H -2.405 -0.913 -0.980
H -0.885 -0.891 -1.779
H -1.198 -2.038 0.836
H 0.808 -1.189 -1.408
H 2.517 -0.378 -0.866
H 1.246 0.712 1.403
N 2.202 -0.398 0.083
O -0.994 0.135 1.185
*
```

Which of them is most stable, and which least? Most stable: <P>; least stable: <Q>.

<P>
This record from the Open Molecules 2025 dataset describes a structure of composition C6H9NO. The level of theory is wB97M-V/def2-TZVPD.

* E_LUMO: 0.9 eV
* frontier orbital gap: 9.67 eV
* E_HOMO: -0.323 Eh

Geometry as ORCA input:
```
! RIJCOSX wB97M-V def2-TZVPD def2/J DEFGRID3
* xyz 0 1
C -0.882 -0.193 0.019
C 0.271 -0.522 1.072
C 1.166 -0.141 -0.082
C 0.100 -0.722 -1.043
C 0.834 1.346 -0.088
C -0.492 1.332 -0.070
H -2.631 -0.575 -0.906
H -2.780 0.304 0.572
H 0.274 -1.583 1.280
H 0.562 -0.132 2.183
H 2.907 -0.184 0.652
H 0.330 -0.235 -2.005
H 0.009 -1.766 -1.209
H 1.442 2.111 -0.446
H -1.328 2.003 0.066
N -2.241 -0.533 0.093
O 2.458 -0.510 -0.090
*
```

<Q>
This record from the Open Molecules 2025 dataset describes a structure of composition C6H9NO. The level of theory is wB97M-V/def2-TZVPD.

* E_LUMO: 0.5 eV
* frontier orbital gap: 9.03 eV
* E_HOMO: -0.313 Eh

Geometry as ORCA input:
```
! RIJCOSX wB97M-V def2-TZVPD def2/J DEFGRID3
* xyz 0 1
C -1.528 -0.007 0.009
C -0.456 -0.263 1.187
C 1.842 -0.657 -0.168
C 1.343 0.777 -0.607
C 0.434 1.627 -0.214
C -0.575 1.093 0.641
H -0.987 -1.576 -1.308
H -2.534 0.191 0.421
H -0.728 -0.491 2.295
H 0.897 -2.037 1.370
H 1.857 -1.272 -1.272
H 2.921 -0.761 0.635
H 2.208 0.913 -1.313
H 0.468 2.824 -0.387
H -1.654 1.962 0.974
N 0.548 -1.298 0.534
O -1.582 -0.761 -1.281
*
```

<R>
This record from the Open Molecules 2025 dataset describes a structure of composition C6H9NO. The level of theory is wB97M-V/def2-TZVPD.

* E_LUMO: 0.9 eV
* frontier orbital gap: 9.73 eV
* E_HOMO: -0.325 Eh

Geometry as ORCA input:
```
! RIJCOSX wB97M-V def2-TZVPD def2/J DEFGRID3
* xyz 0 1
C 0.775 -1.508 -1.289
C 0.216 -0.376 -0.449
C -1.133 0.918 0.369
C 0.042 1.766 0.240
C 0.963 0.880 -0.312
C -0.467 -0.458 0.982
H 0.816 -0.883 -2.221
H 0.131 -2.360 -1.178
H 1.772 -1.729 -0.892
H -1.868 -0.499 -0.992
H -2.099 1.293 0.754
H 0.279 2.722 0.656
H 1.964 0.977 -0.305
H -1.252 -1.249 1.045
H 0.684 0.624 2.312
N -1.103 0.202 -0.947
O 0.280 -0.321 2.228
*
```

<S>
This record from the Open Molecules 2025 dataset describes a structure of composition C6H9NO. The level of theory is wB97M-V/def2-TZVPD.

* E_LUMO: 0.8 eV
* frontier orbital gap: 9.32 eV
* E_HOMO: -0.315 Eh

Geometry as ORCA input:
```
! RIJCOSX wB97M-V def2-TZVPD def2/J DEFGRID3
* xyz 0 1
C -0.598 1.434 1.183
C 1.598 0.593 -0.542
C 0.453 -0.359 -0.879
C -1.242 -0.043 0.219
C -1.558 -1.387 -0.762
C -0.470 -1.571 -1.548
H -0.536 1.527 2.414
H -1.026 2.310 0.964
H 1.216 0.716 1.643
H 2.481 0.054 0.182
H 1.897 1.361 -1.414
H 0.653 -0.955 -0.086
H -0.663 -0.625 0.945
H -2.226 -2.245 -0.339
H -0.288 -2.541 -1.957
N 0.868 1.247 0.793
O -0.560 0.486 -0.816
*
```

Which of them is most stable, and which least? Most stable: <R>; least stable: <S>.

<P>
This record from the Open Molecules 2025 dataset describes a cluster of 2 separate species, C6H9NO in total. The level of theory is wB97M-V/def2-TZVPD.

* E_LUMO: 0.9 eV
* frontier orbital gap: 9.15 eV
* E_HOMO: -0.301 Eh
* structure (SMILES): Nc1ccccc1.O

Geometry as ORCA input:
```
! RIJCOSX wB97M-V def2-TZVPD def2/J DEFGRID3
* xyz 0 1
N 1.252 -1.900 -0.750
C 0.449 -0.802 -0.648
C -0.830 -0.760 -1.220
C -1.698 0.295 -0.968
C -1.277 1.418 -0.276
C 0.079 1.512 0.037
C 0.900 0.405 -0.131
H 2.117 -1.928 -0.261
H 0.954 -2.807 -1.055
H -1.206 -1.604 -1.779
H -2.700 0.143 -1.349
H -1.910 2.257 -0.019
H 0.464 2.407 0.502
H 1.954 0.607 0.052
H -0.189 0.439 2.804
H 1.036 0.155 2.017
O 0.706 0.136 2.932
*
```

<Q>
This record from the Open Molecules 2025 dataset describes an isolated molecule of C6H9NO. The level of theory is wB97M-V/def2-TZVPD.

* E_LUMO: 1.0 eV
* frontier orbital gap: 9.80 eV
* E_HOMO: -0.322 Eh
* structure (SMILES): C1O[C@H]2CN[C@@H]3[C@H]1[C@@H]32

Geometry as ORCA input:
```
! RIJCOSX wB97M-V def2-TZVPD def2/J DEFGRID3
* xyz 0 1
C 1.248 0.710 1.219
C 0.484 -1.318 0.250
C -0.833 -0.955 -0.670
C -1.133 0.384 -1.611
C 0.041 0.852 0.132
C -0.618 -0.522 0.709
H 0.658 0.477 2.313
H 1.951 1.627 1.230
H 2.522 -0.475 0.031
H 0.522 -2.308 0.679
H -1.316 -1.957 -0.981
H -0.274 0.398 -2.303
H -2.120 0.280 -2.238
H 0.674 0.423 -0.578
H -1.343 -0.742 1.566
N 1.709 -0.585 0.690
O -1.046 1.433 -0.590
*
```

<R>
This record from the Open Molecules 2025 dataset describes a structure of composition C6H9NO. The level of theory is wB97M-V/def2-TZVPD.

* E_LUMO: 1.0 eV
* frontier orbital gap: 10.12 eV
* E_HOMO: -0.335 Eh

Geometry as ORCA input:
```
! RIJCOSX wB97M-V def2-TZVPD def2/J DEFGRID3
* xyz 0 1
C 0.391 -0.171 0.348
C -0.080 -0.794 1.683
C -1.099 -0.030 0.154
C -1.183 0.795 -1.106
C -0.136 0.382 -1.836
C 0.815 -0.578 -1.069
H 0.465 1.602 1.321
H 1.936 0.968 1.019
H -0.391 -1.848 1.659
H 0.534 -0.588 2.563
H -1.532 -1.016 -0.095
H -1.989 1.433 -1.446
H 0.054 0.659 -2.864
H 0.594 -1.644 -1.279
H 1.874 -0.374 -1.281
N 1.016 1.128 0.619
O -1.269 0.074 1.610
*
```

<S>
This record from the Open Molecules 2025 dataset describes a structure of composition C6H9NO. The level of theory is wB97M-V/def2-TZVPD.

* E_LUMO: 0.9 eV
* frontier orbital gap: 7.52 eV
* E_HOMO: -0.244 Eh

Geometry as ORCA input:
```
! RIJCOSX wB97M-V def2-TZVPD def2/J DEFGRID3
* xyz 0 1
C 0.450 2.138 -0.452
C -0.519 -0.071 1.878
C -0.243 0.839 -0.637
C -0.170 -1.185 -0.446
C -0.601 -0.168 0.392
N 0.154 -2.468 -0.190
C 0.135 -0.420 -1.678
O -0.935 0.575 -1.799
H 0.181 -2.787 0.764
H 0.659 -2.999 -0.880
H 0.611 -0.719 -2.598
H -0.265 2.850 -0.029
H 1.283 2.035 0.241
H 0.794 2.524 -1.409
H -1.094 -0.874 2.347
H 0.509 -0.135 2.264
H -0.950 0.866 2.231
*
```

Which of them is most stable, and which least? Most stable: <P>; least stable: <Q>.

<P>
This record from the Open Molecules 2025 dataset describes an isolated molecule of C6H9NO. The level of theory is wB97M-V/def2-TZVPD.

* E_LUMO: 0.9 eV
* frontier orbital gap: 10.17 eV
* E_HOMO: -0.341 Eh
* structure (SMILES): O=C1[C@@H]2CCC[C@H]1N2

Geometry as ORCA input:
```
! RIJCOSX wB97M-V def2-TZVPD def2/J DEFGRID3
* xyz 0 1
C -1.153 -0.189 -0.368
C -0.433 1.143 0.125
C 1.001 1.210 -0.167
C 1.657 -0.005 -0.727
C 1.268 -1.214 0.018
C -0.148 -0.964 0.542
H -1.013 2.056 0.194
H 1.351 1.782 0.717
H 1.264 2.063 -0.952
H 2.798 0.055 -0.526
H 1.651 -0.098 -1.818
H 2.037 -1.679 0.723
H 1.213 -1.997 -0.649
H -0.850 -1.593 0.944
H -1.050 0.541 1.940
N -0.269 0.179 1.393
O -2.334 -0.283 -0.858
*
```

<Q>
This record from the Open Molecules 2025 dataset describes a structure of composition C6H9NO. The level of theory is wB97M-V/def2-TZVPD.

* E_LUMO: -0.3 eV
* frontier orbital gap: 7.58 eV
* E_HOMO: -0.291 Eh

Geometry as ORCA input:
```
! RIJCOSX wB97M-V def2-TZVPD def2/J DEFGRID3
* xyz 0 1
C 0.928 -1.240 0.272
C 1.848 -0.060 0.290
C 3.209 -0.437 -0.087
C 1.220 1.254 0.022
C -0.161 1.330 -0.117
C -2.548 0.212 0.130
H 0.422 -1.500 -0.653
H 1.380 -2.407 0.757
H -0.258 -0.975 0.856
H 4.067 0.259 -0.594
H 3.656 -1.497 -0.801
H 1.583 2.238 -0.181
H -0.617 2.347 0.074
H -0.795 -0.722 -0.922
H -3.254 1.204 1.137
N -1.053 0.240 -0.134
O -3.223 -0.872 -0.224
*
```

<R>
This record from the Open Molecules 2025 dataset describes a structure of composition C6H9NO. The level of theory is wB97M-V/def2-TZVPD.

* E_LUMO: 0.9 eV
* frontier orbital gap: 10.08 eV
* E_HOMO: -0.336 Eh

Geometry as ORCA input:
```
! RIJCOSX wB97M-V def2-TZVPD def2/J DEFGRID3
* xyz 0 1
C 0.266 1.159 -0.458
C 0.704 -0.276 -0.723
C -0.589 -0.623 -1.269
C -1.155 0.386 -0.198
C -0.633 -0.464 1.031
C 0.627 -0.989 0.579
H 0.941 1.975 1.168
H 0.284 1.695 -1.490
H 1.815 -0.369 -1.056
H -1.067 -1.547 -1.408
H -0.636 -0.179 -2.285
H -2.155 0.808 -0.480
H -1.392 -0.939 1.794
H 0.688 -0.674 2.413
H 0.788 -2.073 0.479
N 0.667 -0.050 1.655
O 0.848 2.162 0.249
*
```

<S>
This record from the Open Molecules 2025 dataset describes an isolated molecule of C6H9NO. The level of theory is wB97M-V/def2-TZVPD.

* E_LUMO (alpha / beta): 0.7 / -0.2 eV
* frontier orbital gap (alpha / beta): 8.46 / 7.54 eV
* E_HOMO (alpha / beta): -0.286 / -0.286 Eh
* structure (SMILES): C[C@@H]1CC=CC=[N+]1[O-]

Geometry as ORCA input:
```
! RIJCOSX wB97M-V def2-TZVPD def2/J DEFGRID3
* xyz 0 1
C 1.807 0.675 -0.268
C 0.857 0.472 -1.190
C 1.537 0.796 1.115
C -0.606 0.725 -0.788
C -0.948 0.212 0.585
C -0.825 -1.282 0.754
N 0.027 0.832 1.521
O -0.421 1.352 2.535
H 2.944 0.701 -0.608
H 1.216 0.472 -2.142
H 2.125 1.058 1.879
H -0.841 1.815 -0.905
H -1.183 0.388 -1.608
H -2.018 0.547 0.716
H -1.574 -1.675 0.098
H -0.757 -1.662 1.699
H 0.089 -1.727 0.410
*
```

Which of them is most stable, and which least? Most stable: <P>; least stable: <Q>.

<P>
This record from the Open Molecules 2025 dataset describes a cluster of 2 separate species, C6H9NO in total. The level of theory is wB97M-V/def2-TZVPD.

* E_LUMO: 1.0 eV
* frontier orbital gap: 8.79 eV
* E_HOMO: -0.288 Eh

Geometry as ORCA input:
```
! RIJCOSX wB97M-V def2-TZVPD def2/J DEFGRID3
* xyz 0 1
C 1.924 0.878 0.470
C -0.949 1.857 0.142
C 0.890 -0.142 0.087
N -1.942 -1.007 -0.634
C -0.303 -0.159 0.934
C -1.530 -0.643 0.616
C 1.093 -0.985 -0.924
O -1.393 1.754 -0.911
H -1.382 -0.642 -1.392
H -2.933 -0.984 -0.805
H -0.133 0.112 1.966
H -2.283 -0.723 1.389
H 1.490 1.880 0.458
H 2.777 0.843 -0.209
H 2.275 0.681 1.488
H 1.996 -0.946 -1.510
H 0.402 -1.775 -1.166
*
```

<Q>
This record from the Open Molecules 2025 dataset describes a cluster of 2 separate species, C6H9NO in total. The level of theory is wB97M-V/def2-TZVPD.

* E_LUMO: 0.4 eV
* frontier orbital gap: 9.60 eV
* E_HOMO: -0.337 Eh
* structure (SMILES): c1ccncc1.CO

Geometry as ORCA input:
```
! RIJCOSX wB97M-V def2-TZVPD def2/J DEFGRID3
* xyz 0 1
C -2.014 -0.402 2.437
C 0.166 -0.959 -1.076
C 1.369 -0.939 -1.751
C 2.015 0.295 -1.867
C 1.645 1.259 -0.970
C 0.464 1.118 -0.253
H -1.742 0.220 0.581
H -2.768 -0.531 3.274
H -1.526 -1.346 2.428
H -1.168 0.220 2.769
H -0.393 -1.854 -1.071
H 1.585 -1.845 -2.345
H 3.030 0.381 -2.347
H 2.143 2.239 -0.930
H 0.037 1.930 0.217
N -0.310 0.106 -0.333
O -2.532 0.109 1.236
*
```

Which of them is most stable, and which least? Most stable: <Q>; least stable: <P>.